1.
16
Properties=species:S:1:pos:R:3:lowdin_charge:R:1 method="wB97M-V/def2-TZVPD" spin_multiplicity=1 homo_energy_ev=-9.42 total_energy_ha=-271.6845 lumo_energy_ev=1.07 relative_energy_ev=1.8526 fmax_ha_per_bohr=0.011
C -1.6510 0.6201 -0.4849 -0.0558
C -0.5254 -0.2217 0.1030 -0.3192
C 0.4198 -0.9667 -0.8785 -0.1294
C 1.5401 0.0779 -0.6310 -0.0762
C 0.6490 0.7042 0.4394 -0.4354
O 0.7666 1.6499 1.1727 0.0794
H -2.1286 1.1889 0.3197 0.0857
H -1.2560 1.3417 -1.2093 0.0887
H -2.4055 0.0038 -0.9817 0.0795
H -0.9071 -0.8374 0.9220 0.1015
H 0.6904 -1.9677 -0.5282 0.1054
H 0.0587 -1.0400 -1.9074 0.1063
H 2.5110 -0.2905 -0.2866 0.1152
H 1.7062 0.7764 -1.4574 0.1187
H 0.2731 -0.8752 2.5946 0.0645
H 0.2588 -0.1638 2.8139 0.0712


2.
81
Properties=species:S:1:pos:R:3:lowdin_charge:R:1 method="wB97M-V/def2-TZVPD" spin_multiplicity=1 homo_energy_ev="-8.81 / -8.70" total_energy_ha=-2388.6132 lumo_energy_ev="-5.23 / -5.60" relative_energy_ev=0.0000 total_charge=+1 fmax_ha_per_bohr=0.183
Y 1.9803 -1.2419 0.0572 1.4532
C -1.8402 3.2043 -0.5362 -0.2109
C -2.4429 2.3373 -1.4906 -0.1798
C -3.4975 2.0243 0.5203 -0.1940
C -2.4602 2.9647 0.7207 -0.1678
C -3.4680 1.6124 -0.8377 -0.2041
C -0.7775 4.1890 -0.8162 -0.0960
H 0.1917 3.7061 -1.0703 -0.0732
H -0.5953 4.8262 0.0554 0.0731
H -1.0302 4.8129 -1.6859 0.0854
C -2.1261 3.6069 2.0113 -0.0123
H -1.2246 4.2200 1.9185 0.0707
H -1.9424 2.8443 2.7835 0.0745
H -2.9455 4.2525 2.3628 0.1032
C -4.4770 1.6005 1.5445 -0.0324
H -5.2683 2.3536 1.6808 0.0964
H -3.9856 1.4488 2.5116 0.0639
H -4.9475 0.6542 1.2630 0.0707
C -4.3913 0.6321 -1.4588 -0.0619
H -5.4093 1.0436 -1.5528 0.0941
H -4.4550 -0.2844 -0.8531 0.0244
H -4.0437 0.3617 -2.4622 0.0669
C -2.0745 2.2245 -2.9211 -0.0272
H -2.9655 2.0682 -3.5421 0.0853
H -1.4022 1.3697 -3.0967 0.0818
H -1.5615 3.1313 -3.2628 0.0764
C 4.0337 -1.9663 0.2185 -0.2432
C 4.1118 -0.8636 -0.6283 -0.2034
C 4.2801 -1.0355 -2.1356 -0.1522
C 3.1561 -1.8383 -2.8552 -0.1609
C 1.8234 -1.9332 -2.1187 -0.2454
C 1.5267 -2.9984 -1.2669 -0.2630
C 2.5868 -3.9689 -0.7659 -0.1514
C 3.9649 -3.3893 -0.3145 -0.1517
H 5.2423 -1.5323 -2.3660 0.1382
H 3.5615 -2.8332 -3.1233 0.1239
H 4.3679 -0.0400 -2.6126 0.1060
H 4.6741 -3.5363 -1.1424 0.1255
H 4.1021 -1.8727 1.3238 0.1439
H 4.3471 0.1551 -0.2674 0.1268
H 4.3254 -4.0410 0.4967 0.1329
H 2.1548 -4.5802 0.0458 0.1261
H 0.4787 -3.2862 -1.0650 0.0882
H 2.8196 -4.7088 -1.5560 0.1446
H 2.9623 -1.3492 -3.8286 0.1253
H 1.0192 -1.3236 -2.5664 0.1228
P 2.0175 2.6534 -1.4843 0.8649
P -2.9088 -2.2876 0.4014 0.8849
C -0.2031 -1.8484 1.0433 -0.2487
C -1.3231 -2.7791 1.2960 -0.4361
H 0.5133 -1.9370 1.8887 0.0459
H -0.5198 -0.7912 0.9324 0.0400
H -1.0555 -3.8147 1.0301 0.0879
H -1.5979 -2.7451 2.3688 0.0955
C -3.7706 -3.8567 0.7370 -0.3086
H -4.8176 -3.7230 0.4636 0.0379
H -3.7134 -4.0794 1.8024 0.0429
H -3.3167 -4.6677 0.1661 0.0364
C -2.3624 -2.5948 -1.3357 -0.2888
H -2.2498 -3.6769 -1.5047 0.0402
H -1.4224 -2.0730 -1.5834 0.0175
H -3.1592 -2.1794 -1.9721 0.0300
C 3.5124 3.5339 -0.9430 -0.3799
H 3.3994 3.7646 0.1316 0.0332
H 3.6255 4.4701 -1.5146 0.0493
H 4.3840 2.8703 -1.0621 0.0263
C 2.4652 2.3296 -3.2234 -0.3855
H 1.9835 3.1047 -3.8473 0.0434
H 2.0482 1.3391 -3.4891 0.0057
H 3.5575 2.3116 -3.3849 0.0338
F -2.1521 0.3268 3.4938 0.0495
C -0.8197 0.3424 3.7684 -0.2352
C 0.1222 0.2208 2.7776 0.0208
C 1.4342 0.2813 3.0953 -0.2418
F 2.4289 0.1956 2.0910 -0.0739
C 1.8778 0.3505 4.4238 -0.1428
F 3.1901 0.2790 4.7169 0.0942
C 0.9240 0.3973 5.4458 -0.1265
F 1.3106 0.3986 6.7403 0.1113
C -0.4234 0.4157 5.1202 -0.1247
F -1.3578 0.4484 6.0953 0.1075


3.
15
Properties=species:S:1:pos:R:3:lowdin_charge:R:1 method="wB97M-V/def2-TZVPD" spin_multiplicity=1 homo_energy_ev=-5.36 total_energy_ha=-473.9728 lumo_energy_ev=3.97 relative_energy_ev=0.3146 total_charge=-1 fmax_ha_per_bohr=0.027
N -1.2017 1.2673 1.7353 0.1041
C -0.4331 0.5919 0.7584 -0.7950
O 0.0005 1.3327 -0.1798 -0.0912
O -0.3216 -0.6399 0.8891 -0.0602
H -1.3485 2.2558 1.7520 0.0613
H -1.2606 0.7934 2.6230 0.0659
H 0.9797 -1.8307 -0.5721 0.0046
H 0.7549 -3.2103 -0.0387 -0.0002
O 1.2999 -2.7321 -0.6345 -0.0612
H 1.5212 1.2737 -0.6071 -0.0287
H 2.6048 1.9741 -1.4440 0.0024
O 2.5175 1.3412 -0.7192 -0.1348
H -2.1121 0.0794 -1.2321 0.0279
H -1.6075 -1.2055 -0.6688 -0.0155
O -2.1308 -0.8802 -1.3957 -0.0794


4.
8
Properties=species:S:1:pos:R:3:lowdin_charge:R:1 method="wB97M-V/def2-TZVPD" spin_multiplicity=1 homo_energy_ev="-8.56 / -7.52" total_energy_ha=-656.0733 lumo_energy_ev="0.49 / -1.47" relative_energy_ev=6.2414 fmax_ha_per_bohr=0.058
C 1.6104 -0.0180 0.2657 -0.3024
O -0.6923 -0.9402 0.2058 -0.5541
F 2.2847 -0.8588 -0.3620 0.2037
F 1.3585 1.0295 -0.3856 0.1311
P -1.3905 0.2214 -0.4584 0.6368
H 1.5387 -0.0476 1.2789 0.1172
H -2.6333 -0.2182 -1.0358 -0.0850
H -2.0762 0.8318 0.4914 -0.1472


5.
13
Properties=species:S:1:pos:R:3:lowdin_charge:R:1 method="wB97M-V/def2-TZVPD" spin_multiplicity=1 homo_energy_ev=-16.08 total_energy_ha=-554.7405 lumo_energy_ev=-3.23 relative_energy_ev=0.2597 total_charge=+1 fmax_ha_per_bohr=0.047
O -2.5475 0.2159 -0.7690 -0.0703
H -3.1113 -0.5453 -0.9649 0.0712
H -3.0935 0.8637 -0.2930 0.0741
H -0.9383 -0.1400 0.2665 -0.0129
C 1.0682 -1.3108 0.8273 -0.2914
S 0.2118 0.2502 0.8609 1.0815
C 1.0407 1.2102 -0.3550 -0.3014
H 2.1295 -1.1811 1.0462 0.0735
H 1.0614 -1.8141 -0.1436 0.0761
H 0.6842 -2.0342 1.5403 0.0684
H 0.3868 2.0108 -0.7338 0.0783
H 1.8970 1.7444 0.0366 0.0723
H 1.2109 0.7303 -1.3186 0.0805


6.
61
Properties=species:S:1:pos:R:3:mulliken_spin:R:1 method="wB97M-V/def2-TZVPD" spin_multiplicity=5 homo_energy_ev="-10.55 / -11.16" total_energy_ha=-2407.6971 lumo_energy_ev="-2.56 / -5.11" relative_energy_ev=0.8402 s_squared=6.0262 total_charge=+1 fmax_ha_per_bohr=0.049
Os 1.3757 -1.3286 0.2364 2.7495
C -2.0737 2.9467 -3.2972 -0.0024
C -1.2623 2.4101 -2.1399 0.0427
C -1.8389 2.2493 -0.8810 -0.0194
C -1.1533 1.6349 0.1274 0.0813
C 0.1544 1.1523 -0.0889 0.1150
N 0.8203 0.4424 0.9325 0.3428
C 0.5414 0.7930 2.2581 -0.0383
C 0.5181 2.1533 2.6547 0.0451
C 0.3238 2.5181 3.9954 -0.0223
C 0.2067 1.4971 4.9900 0.0347
C 0.1525 1.7871 6.5165 -0.0026
C 0.1978 0.2021 4.5737 -0.0196
C 0.3368 -0.1879 3.2288 0.0286
N 0.0105 -1.5158 2.9224 -0.0149
C -0.6595 -2.3290 3.7335 0.0067
C -0.9327 -3.5000 3.0901 0.0006
C -0.3352 -3.3296 1.8112 -0.0065
N 0.2758 -2.1667 1.7782 -0.0001
C 0.7938 1.4494 -1.2607 -0.1442
C 0.0352 2.0605 -2.2956 -0.0341
N 2.1133 0.9826 -1.5624 -0.0420
C 3.0945 1.6650 -2.1613 0.0144
C 4.1290 0.7668 -2.3146 -0.0017
C 3.6979 -0.4499 -1.7759 0.0083
N 2.4359 -0.3091 -1.3512 0.0195
H -1.9295 4.0277 -3.3960 0.0033
H -3.1118 2.6800 -3.2139 0.0008
H -1.7514 2.5298 -4.2193 0.0011
H -2.7900 2.6904 -0.6073 0.0014
H -1.6293 1.4059 1.0648 -0.0024
H 0.6872 2.8506 1.8669 0.0019
H 0.3041 3.5463 4.3258 -0.0005
H 1.0357 1.3477 6.9921 0.0024
H -0.7911 1.4303 6.9873 0.0021
H 0.2630 2.8721 6.6801 -0.0003
H 0.1764 -0.5766 5.3239 -0.0015
H -1.0568 -2.0802 4.7227 0.0002
H -1.4670 -4.3417 3.4119 0.0004
H -0.2253 -4.0252 1.0141 0.0018
H 0.5099 2.2805 -3.2923 0.0008
H 2.9533 2.7121 -2.4556 0.0007
H 5.1360 0.9550 -2.6171 0.0000
H 4.1822 -1.3878 -1.6645 0.0057
O 3.3108 -4.3085 -1.0060 0.0109
S 2.3977 -4.0085 0.0377 0.0394
O 2.0200 -5.0006 0.9700 0.0156
O 1.2064 -3.1935 -0.5834 0.1123
S 3.2460 -2.4596 1.3032 0.6205
C -0.9823 -1.5972 -4.1517 0.0045
N -2.1481 -0.9248 -3.6396 0.0010
C -3.2003 -0.5178 -4.5240 -0.0004
C -2.2187 -0.6890 -2.2906 0.0075
O -1.3854 -1.0864 -1.4918 0.0297
H -0.2590 -1.7015 -3.3809 -0.0028
H -0.6501 -1.0204 -5.0580 0.0000
H -1.2095 -2.6327 -4.4896 -0.0001
H -3.4681 -1.3447 -5.2296 -0.0001
H -2.8612 0.2980 -5.1211 0.0001
H -4.1192 -0.1436 -4.0163 -0.0001
H -3.1319 -0.1799 -1.9720 0.0028